1.
46
Properties=species:S:1:pos:R:3:forces:R:3:nbo_charge:R:1 method="wB97M-V/def2-TZVPD" smiles="CC1=[NH+]c2ccc(Cl)cc2[C@H]1[C@H](c1ccccc1)c1ccc(C)cc1" max_force_ha_per_bohr=0.034 homo_energy_ev=-11.5 total_charge=+1 orbital_gap_ev=7.44
C 1.9278 4.0325 1.7705 -0.13 0.61 0.28 -0.717
C 1.5046 2.9050 0.9296 0.24 -0.86 -1.22 0.525
N 2.0863 2.5460 -0.1989 -0.23 0.49 1.31 -0.432
C 1.4169 1.4815 -0.8465 -0.64 -0.50 -0.45 0.072
C 1.6514 0.9447 -2.1083 -0.25 -0.08 -0.05 -0.196
C 0.6926 0.0548 -2.6230 0.02 0.17 0.62 -0.205
C -0.4071 -0.3229 -1.8234 0.75 0.67 0.52 -0.018
Cl -1.5975 -1.3722 -2.4565 -0.13 -0.26 -0.14 0.072
C -0.5724 0.1687 -0.5139 0.20 0.16 -0.28 -0.236
C 0.3276 1.1275 -0.0553 -0.15 -0.18 -0.33 0.072
C 0.2929 2.0256 1.1661 0.20 0.29 -1.71 -0.330
C 0.3195 1.3410 2.5012 0.49 -0.28 1.62 -0.263
C 1.6043 0.5067 2.6736 -0.44 0.29 -0.16 -0.073
C 2.7219 1.0908 3.2738 0.31 -0.02 0.17 -0.223
C 3.8844 0.3471 3.5077 -0.45 -0.17 -0.21 -0.201
C 3.8943 -1.0178 3.1967 -0.10 0.23 0.00 -0.201
C 2.7965 -1.5986 2.5568 -0.07 0.37 -0.11 -0.201
C 1.6802 -0.8134 2.2351 0.29 -0.50 0.07 -0.169
C -1.0103 0.6429 2.7932 -0.36 0.22 0.31 0.029
C -2.1754 1.4113 2.6154 -0.12 -0.45 0.03 -0.232
C -3.4352 0.8660 2.8504 0.34 0.22 -0.06 -0.204
C -3.5684 -0.4557 3.2838 0.11 -0.04 -0.04 0.010
C -4.9315 -1.0328 3.5411 -0.21 -0.14 -0.10 -0.637
C -2.4110 -1.2062 3.4971 0.08 0.30 0.06 -0.204
C -1.1410 -0.6435 3.3280 -0.14 0.14 -0.32 -0.220
H 1.1373 4.2024 2.5124 0.34 0.12 -0.11 0.259
H 2.8748 3.8621 2.3038 -0.27 -0.08 -0.30 0.281
H 2.0400 4.9426 1.1584 -0.02 -0.28 0.20 0.271
H 2.9260 2.9899 -0.5566 -0.09 -0.01 0.00 0.443
H 2.5355 1.2361 -2.6760 -0.33 -0.11 -0.02 0.240
H 0.7714 -0.3468 -3.6344 0.09 0.13 0.37 0.253
H -1.4008 -0.1635 0.1082 0.06 0.12 -0.22 0.258
H -0.6009 2.6754 1.0762 0.39 -0.09 0.11 0.290
H 0.3765 2.1605 3.2394 0.13 -0.26 -0.03 0.226
H 2.6889 2.1426 3.5860 -0.04 -0.53 0.01 0.201
H 4.7551 0.8308 3.9460 -0.19 -0.19 0.00 0.227
H 4.7579 -1.6222 3.4612 -0.13 0.08 -0.12 0.230
H 2.7968 -2.6624 2.3108 0.07 0.37 0.00 0.228
H 0.8504 -1.2634 1.6823 0.29 0.16 0.29 0.219
H -2.1049 2.4634 2.3254 -0.09 -0.34 -0.01 0.198
H -4.3216 1.4795 2.6767 0.21 -0.19 0.15 0.223
H -4.8850 -2.1246 3.5825 -0.07 0.15 0.03 0.223
H -5.3602 -0.6734 4.4880 0.20 -0.06 -0.23 0.234
H -5.6249 -0.7497 2.7415 0.07 -0.07 0.15 0.225
H -2.4953 -2.2514 3.7950 0.02 0.30 0.13 0.223
H -0.2625 -1.2147 3.6218 -0.27 0.08 -0.24 0.229

2.
58
Properties=species:S:1:pos:R:3:forces:R:3:nbo_charge:R:1 method="wB97M-V/def2-TZVPD" max_force_ha_per_bohr=0.002 homo_energy_ev=-10.8 total_charge=+1 orbital_gap_ev=8.12
Pd -0.7232 0.9369 0.2575 -0.07 0.02 -0.06 0.554
S -2.2375 3.7405 3.3385 -0.01 0.01 0.00 0.477
C -3.5890 3.3308 2.3788 0.00 -0.01 0.01 -0.386
C -3.2770 2.4614 1.3718 -0.01 0.01 -0.01 -0.292
C -1.9011 2.1106 1.3665 0.00 0.01 0.03 -0.195
C -1.2262 2.7340 2.3837 0.02 0.00 -0.01 -0.345
C 0.1938 2.5050 2.5305 -0.01 0.00 0.00 0.216
C 1.0162 3.0753 3.4941 0.00 0.00 0.01 -0.235
C 2.3622 2.7670 3.5068 0.00 0.00 0.00 -0.116
C 2.8665 1.8915 2.5556 0.00 0.00 0.00 -0.268
C 1.9982 1.3579 1.6253 0.00 0.01 0.01 0.072
N 0.6925 1.6474 1.6035 0.05 0.00 0.02 -0.458
H -4.5533 3.7558 2.6088 0.00 0.00 0.00 0.249
H -4.0152 2.1029 0.6676 0.01 0.00 0.00 0.223
H 0.5912 3.7546 4.2202 0.00 0.00 0.00 0.237
H 3.0139 3.2057 4.2506 0.00 0.00 0.00 0.235
H 3.9122 1.6232 2.5257 0.00 0.00 0.00 0.239
H 2.3566 0.6788 0.8662 0.01 -0.01 -0.02 0.221
C -0.1459 -1.0178 -2.6441 0.00 -0.04 0.01 -0.939
P 0.5557 -0.6451 -1.0048 0.02 -0.04 -0.01 0.935
C 2.2950 -0.2947 -1.3888 -0.02 0.04 -0.03 -0.394
C 2.5915 0.9502 -1.9459 0.02 0.02 0.01 -0.146
C 3.8988 1.2836 -2.2569 0.01 0.00 0.00 -0.218
C 4.9236 0.3807 -1.9991 -0.01 0.00 -0.01 -0.190
C 4.6354 -0.8553 -1.4407 -0.01 -0.01 0.00 -0.187
C 3.3232 -1.1976 -1.1379 0.02 0.00 0.00 -0.210
C 0.5643 -2.2209 -0.1117 -0.01 0.02 0.04 -0.282
C 0.4671 -3.4563 -0.7439 0.01 -0.05 0.00 -0.230
C 0.4728 -4.6255 0.0053 0.00 0.01 -0.03 -0.188
C 0.5819 -4.5682 1.3864 0.01 0.02 0.03 -0.188
C 0.6812 -3.3387 2.0257 0.00 -0.04 -0.01 -0.206
C 0.6653 -2.1714 1.2799 -0.01 0.00 -0.02 -0.224
H 0.4652 -1.7491 -3.1713 -0.01 0.01 -0.01 0.246
H -0.1702 -0.1009 -3.2330 0.02 0.01 0.01 0.252
H -1.1656 -1.3896 -2.5398 0.02 -0.02 -0.01 0.247
H 1.7983 1.6690 -2.1268 0.00 -0.01 0.02 0.208
H 4.1208 2.2491 -2.6918 0.00 0.00 0.00 0.227
H 5.9465 0.6435 -2.2337 0.00 0.00 0.00 0.228
H 5.4318 -1.5601 -1.2415 0.00 0.00 0.00 0.226
H 3.1067 -2.1659 -0.7041 0.00 0.01 0.01 0.228
H 0.3852 -3.5198 -1.8210 0.00 0.00 0.00 0.219
H 0.3939 -5.5827 -0.4929 0.00 0.00 0.00 0.226
H 0.5874 -5.4815 1.9664 0.00 0.00 0.00 0.228
H 0.7649 -3.2913 3.1034 0.00 0.00 0.00 0.226
H 0.7247 -1.2115 1.7816 0.00 0.00 0.01 0.217
N -2.9074 -1.2850 0.4489 0.01 0.01 0.01 -0.781
C -3.1873 -0.5064 -0.6260 -0.01 0.00 -0.02 0.408
C -4.3048 -0.7560 -1.4436 0.01 -0.01 0.00 -0.285
C -4.5287 0.0393 -2.5361 0.00 0.00 0.00 -0.116
C -3.6481 1.0879 -2.8257 -0.01 -0.01 0.00 -0.294
C -2.5794 1.2728 -1.9933 0.01 0.00 0.00 0.069
N -2.3405 0.4901 -0.9191 -0.02 0.06 0.02 -0.491
H -3.6127 -1.9184 0.7823 0.00 0.00 0.00 0.408
H -2.2509 -0.9327 1.1300 0.00 -0.01 0.00 0.413
H -4.9705 -1.5702 -1.1922 0.00 0.00 0.00 0.233
H -5.3885 -0.1418 -3.1673 0.00 0.00 0.00 0.237
H -3.7981 1.7411 -3.6716 0.00 0.00 0.00 0.243
H -1.8641 2.0674 -2.1574 -0.01 0.01 0.01 0.220

3.
50
Properties=species:S:1:pos:R:3:forces:R:3:nbo_charge:R:1 method="wB97M-V/def2-TZVPD" smiles="O=C(CSc1nnc(-c2ccc(S(=O)(=O)N3CCCC3)cc2)o1)N1CCCC1" max_force_ha_per_bohr=0.036 homo_energy_ev=-8.6 total_charge=0 orbital_gap_ev=8.47
O 5.7195 -1.7151 1.0051 -0.11 -0.23 0.18 -0.607
C 5.9343 -0.8633 0.1669 -0.28 -0.06 -0.37 0.666
C 5.1354 -0.8005 -1.1308 -0.23 0.08 0.19 -0.612
S 3.9377 0.5833 -1.0689 0.39 0.40 -0.08 0.284
C 2.4937 -0.3106 -0.8008 -0.08 -0.89 -0.11 0.290
N 2.3118 -1.5937 -0.9084 1.40 0.74 -0.24 -0.322
N 1.0196 -1.8177 -0.6420 -1.77 0.15 0.44 -0.262
C 0.4598 -0.6742 -0.3877 0.60 -0.84 -0.26 0.417
C -0.9243 -0.4332 -0.0563 -0.45 0.44 0.14 -0.029
C -1.7970 -1.5200 0.0474 0.02 0.16 0.03 -0.179
C -3.1235 -1.3004 0.3603 0.09 -0.11 0.01 -0.176
C -3.5690 -0.0065 0.5662 -0.47 0.23 0.04 -0.320
S -5.3020 0.2423 0.9535 0.42 -0.31 -0.29 2.305
O -5.5407 1.6530 1.0931 0.10 0.07 -0.22 -0.948
O -5.6682 -0.6164 2.0397 -0.03 -0.26 -0.07 -0.933
N -5.9842 -0.3944 -0.4537 0.66 0.07 0.97 -0.657
C -6.0101 0.5764 -1.5312 0.13 0.44 -0.50 -0.237
C -7.3492 1.3271 -1.4039 0.03 0.08 -0.06 -0.430
C -8.2123 0.4316 -0.4975 -0.04 -0.09 -0.02 -0.429
C -7.3603 -0.8284 -0.2891 -0.56 -0.19 0.32 -0.240
C -2.7153 1.0756 0.4704 -0.22 0.12 0.08 -0.178
C -1.3843 0.8661 0.1582 0.10 -0.28 -0.03 -0.210
O 1.3630 0.3446 -0.4762 -0.04 0.02 0.05 -0.412
N 6.8762 0.0813 0.3188 0.32 0.15 0.23 -0.433
C 7.2380 1.1294 -0.6157 0.00 0.16 -0.45 -0.214
C 8.2005 2.0118 0.1790 0.03 -0.08 -0.05 -0.405
C 8.8684 1.0183 1.1277 -0.17 0.03 -0.01 -0.410
C 7.7111 0.1043 1.5106 0.09 -0.21 0.37 -0.213
H 4.5466 -1.7099 -1.2395 0.19 0.01 -0.02 0.296
H 5.7716 -0.6360 -1.9984 -0.06 -0.01 -0.03 0.236
H -1.4099 -2.5124 -0.1190 -0.02 -0.12 0.00 0.243
H -3.8263 -2.1119 0.4552 -0.01 -0.19 -0.04 0.241
H -5.1457 1.2328 -1.4412 0.00 0.03 -0.24 0.220
H -5.9476 0.0311 -2.4773 0.05 0.05 0.07 0.202
H -7.8041 1.4804 -2.3812 0.01 0.05 -0.01 0.211
H -7.1866 2.2959 -0.9363 -0.04 0.02 -0.07 0.228
H -9.1762 0.1946 -0.9440 -0.05 0.02 0.06 0.215
H -8.3806 0.9193 0.4616 -0.07 0.00 0.00 0.219
H -7.4706 -1.2713 0.6986 -0.15 -0.13 -0.11 0.241
H -7.5684 -1.5820 -1.0542 0.06 0.03 0.07 0.199
H -3.1078 2.0648 0.6478 0.01 0.13 -0.01 0.246
H -0.6995 1.6968 0.0797 0.02 0.07 0.00 0.230
H 6.3576 1.6807 -0.9550 0.11 0.03 -0.04 0.203
H 7.7421 0.6993 -1.4908 -0.05 0.11 -0.01 0.188
H 8.9093 2.5289 -0.4639 -0.04 0.07 -0.03 0.220
H 7.6405 2.7525 0.7501 -0.02 0.05 0.00 0.207
H 9.3193 1.4988 1.9924 0.06 -0.02 0.02 0.222
H 9.6371 0.4532 0.5995 0.04 -0.02 0.00 0.204
H 8.0137 -0.9124 1.7672 -0.04 0.11 0.05 0.226
H 7.1393 0.5119 2.3515 0.07 -0.07 0.02 0.196

4.
17
Properties=species:S:1:pos:R:3:forces:R:3:nbo_charge:R:1 method="wB97M-V/def2-TZVPD" max_force_ha_per_bohr=0.045 homo_energy_ev="-7.7 / -8.6" total_charge=0 orbital_gap_ev="7.62 / 8.71"
C 0.5862 0.2617 -1.2968 0.20 0.36 -1.19 -0.304
C -0.7204 0.9414 -1.5182 0.00 0.04 0.04 -0.684
C -0.0239 -1.5822 0.2993 -0.20 -1.25 1.22 -0.036
C 0.6261 -2.5506 -0.0498 -0.37 0.76 0.06 -0.231
H 0.7740 -0.6080 -1.9063 -0.05 -0.19 0.13 0.183
H 1.4701 0.8853 -1.2368 0.04 0.16 0.19 0.174
H -0.9370 1.6659 -0.7337 -0.05 0.11 -0.04 0.210
H -0.7010 1.4745 -2.4817 -0.06 -0.01 0.15 0.222
H -1.5468 0.2328 -1.5505 0.00 -0.04 -0.01 0.218
H 1.2512 -3.3358 -0.3955 0.04 -0.02 -0.16 0.235
C 0.4442 1.0601 1.6807 1.26 0.39 -1.77 -0.747
C -0.6311 0.1513 1.8917 -0.58 -0.30 -0.11 0.207
C -0.9522 -0.9550 1.2739 0.22 -0.32 -0.87 -0.416
H 0.1458 2.1058 1.5782 -0.15 -0.02 0.12 0.235
H 1.2286 1.0067 2.4386 0.07 -0.10 -0.17 0.238
H 0.8496 0.7652 0.5722 -0.40 0.39 2.26 0.257
H -1.8633 -1.5191 1.4347 0.03 0.04 0.16 0.240